C4H11N2O | ωB97M-V with the def2-TZVPD basis set

Last columns: bonded neighbours and bond lengths (Å).
Geometry (Å):
1 O -1.905 -0.834 0.385  C4 1.251
2 N 0.289 0.904 0.867  C6 1.551, C7 1.527, H8 1.018, H13 1.022
3 N -1.218 -0.954 -1.763  C4 1.303, H10 1.023, H17 1.008
4 C -1.025 -0.717 -0.496  O1 1.251, N3 1.303, C6 1.536
5 C 0.950 -1.493 0.932  C6 1.516, H9 1.088, H12 1.105, H18 1.087
6 C 0.380 -0.406 0.042  N2 1.551, C4 1.536, C5 1.516, H11 1.090
7 C 0.144 2.133 -0.027  N2 1.527, H14 1.091, H15 1.093, H16 1.085
8 H 1.095 1.022 1.477  N2 1.018
9 H 0.637 -1.555 1.972  C5 1.088
10 H -2.124 -1.237 -2.145  N3 1.023
11 H 1.092 -0.202 -0.758  C6 1.090
12 H 0.577 -2.459 0.544  C5 1.105
13 H -0.585 0.997 1.387  N2 1.022
14 H -0.507 1.941 -0.880  C7 1.091
15 H -0.471 2.865 0.504  C7 1.093
16 H 1.104 2.488 -0.387  C7 1.085
17 H -0.456 -0.945 -2.422  N3 1.008
18 H 2.023 -1.548 0.768  C5 1.087

Results
Total charge ... +2
<S²> ... 0.755
HOMO-LUMO gap (spin up / spin down) ... 0.4711 / 0.2993 Eh
2S+1 ... 2
Energy relative to the best compared isomer or geometry (same formula, charge and spin) ... 29.7 kcal per mole
HOMO energy (spin up / spin down) ... -21.90 / -21.92 eV


C4H11N2O | ωB97M-V with the def2-TZVPD basis set

Last columns: bonded neighbours and bond lengths (Å).
Geometry (Å):
1 O 0.145 0.271 -1.700  C7 1.233
2 N -0.780 1.177 0.501  C4 1.456, C5 1.278, H8 1.084
3 N 1.127 -1.801 -1.232  C6 1.432, C7 1.376, H15 1.024
4 C -1.694 0.789 1.566  N2 1.456, H12 1.100, H16 1.091, H18 1.105
5 C -0.377 2.370 0.285  N2 1.278, H13 1.084, H14 1.086
6 C 1.363 -1.671 0.175  N3 1.432, H9 1.092, H10 1.103, H17 1.090
7 C 0.539 -0.849 -2.033  O1 1.233, N3 1.376, H11 1.094
8 H -0.378 0.515 -0.257  N2 1.084
9 H 2.123 -2.371 0.528  C6 1.092
10 H 0.431 -1.831 0.742  C6 1.103
11 H 0.456 -1.164 -3.077  C7 1.094
12 H -2.665 0.489 1.146  C4 1.100
13 H -0.644 3.188 0.944  C5 1.084
14 H 0.278 2.534 -0.567  C5 1.086
15 H 1.520 -2.609 -1.723  N3 1.024
16 H -1.266 -0.049 2.119  C4 1.091
17 H 1.677 -0.643 0.349  C6 1.090
18 H -1.853 1.656 2.233  C4 1.105

Results
Total charge ... +2
<S²> ... 0.773
HOMO-LUMO gap (spin up / spin down) ... 0.4395 / 0.2434 Eh
2S+1 ... 2
Energy relative to the best compared isomer or geometry (same formula, charge and spin) ... 37.0 kcal per mole
HOMO energy (spin up / spin down) ... -20.64 / -20.64 eV


C4H11N2O2 | ωB97M-V with the def2-TZVPD basis set

Last columns: bonded neighbours and bond lengths (Å).
Geometry (Å):
1 O 1.160 0.657 -2.494  C5 1.208
2 O -1.075 -1.814 2.051  C6 1.440, H17 0.970
3 N -1.139 -0.093 -1.408  C8 1.521, H13 1.043, H14 1.022, H15 1.024
4 N 2.330 0.865 -0.560  C5 1.356, H9 1.009, H10 1.011
5 C 1.192 0.806 -1.296  O1 1.208, N4 1.356, C8 1.560
6 C -1.144 -0.438 1.634  O2 1.440, C7 1.522, H12 1.078, H16 1.091
7 C 0.035 -0.224 0.696  C6 1.522, C8 1.508, H18 1.087, H19 1.148
8 C -0.152 0.649 -0.520  N3 1.521, C5 1.560, C7 1.508, H11 1.107
9 H 2.446 1.466 0.242  N4 1.009
10 H 3.258 0.775 -0.951  N4 1.011
11 H -0.529 1.677 -0.357  C8 1.107
12 H -1.290 0.097 2.558  C6 1.078
13 H -0.673 -0.954 -1.766  N3 1.043
14 H -1.396 0.360 -2.289  N3 1.022
15 H -1.881 -0.418 -0.782  N3 1.024
16 H -2.023 -0.369 0.991  C6 1.091
17 H -0.460 -1.949 2.789  O2 0.970
18 H 0.904 0.077 1.274  C7 1.087
19 H 0.438 -1.171 0.188  C7 1.148

Results
Total charge ... +1
HOMO-LUMO gap ... 0.4005 Eh
Energy relative to the best compared isomer or geometry (same formula, charge and spin) ... 38.1 kcal per mole
HOMO energy ... -14.24 eV


C4H11N2O2 | ωB97M-V with the def2-TZVPD basis set

Last columns: bonded neighbours and bond lengths (Å).
Geometry (Å):
1 O -3.528 0.265 0.275  N4 1.458, H9 0.934
2 O 1.571 -1.339 -0.521  C6 1.314, H16 1.015
3 N -1.769 -1.721 -0.333  C5 1.300, H10 1.003, H14 0.990
4 N -2.096 0.497 0.130  O1 1.458, C5 1.315, H13 0.963
5 C -1.322 -0.506 -0.220  N3 1.300, N4 1.315
6 C 1.196 -0.173 -0.045  O2 1.314, C7 1.417, C8 1.470
7 C 1.157 0.003 1.361  C6 1.417, H11 1.060, H12 1.056, H18 1.139
8 C 1.280 1.079 -0.810  C6 1.470, H15 1.084, H17 1.133, H19 1.086
9 H -4.016 0.765 0.896  O1 0.934
10 H -1.415 -2.445 -0.932  N3 1.003
11 H 1.247 -0.938 1.840  C7 1.060
12 H 1.981 0.658 1.453  C7 1.056
13 H -1.860 1.430 0.107  N4 0.963
14 H -2.723 -1.954 -0.210  N3 0.990
15 H 0.389 1.687 -0.703  C8 1.084
16 H 1.888 -1.497 -1.472  O2 1.015
17 H 1.606 0.658 -1.810  C8 1.133
18 H 0.190 0.514 1.676  C7 1.139
19 H 2.085 1.702 -0.432  C8 1.086

Results
Total charge ... +1
<S²> ... 2.009
HOMO-LUMO gap (spin up / spin down) ... 0.2162 / 0.2894 Eh
2S+1 ... 3
Energy relative to the best compared isomer or geometry (same formula, charge and spin) ... 51.5 kcal per mole
HOMO energy (spin up / spin down) ... -9.63 / -15.23 eV


C4H11N2O3P | ωB97M-V with the def2-TZVPD basis set

Last columns: bonded neighbours and bond lengths (Å).
Geometry (Å):
1 P -1.924 0.505 0.117  O2 1.547, O3 1.564, O4 1.542, N6 1.859
2 O -1.806 1.948 -0.427  P1 1.547
3 O -1.703 0.421 1.664  P1 1.564
4 O -3.102 -0.362 -0.372  P1 1.542
5 N 0.836 0.023 -0.283  N6 1.490, C10 1.447, H13 0.993
6 N -0.522 -0.293 -0.807  P1 1.859, N5 1.490, C8 1.485
7 C 2.192 2.013 0.411  C10 1.550, H11 1.133, H14 1.028, H16 1.076
8 C -0.557 -1.778 -0.809  N6 1.485, C9 1.493, H19 1.127, H21 1.176
9 C -0.552 -2.363 0.565  C8 1.493, H12 1.095, H17 1.220, H20 1.137
10 C 1.047 1.443 -0.465  N5 1.447, C7 1.550, H15 1.177, H18 1.106
11 H 2.083 3.124 0.218  C7 1.133
12 H -1.033 -3.346 0.587  C9 1.095
13 H 0.766 -0.236 0.673  N5 0.993
14 H 3.056 1.548 0.104  C7 1.028
15 H 1.271 1.706 -1.590  C10 1.177
16 H 1.888 1.785 1.418  C7 1.076
17 H -1.254 -1.628 1.239  C9 1.220
18 H 0.037 1.880 -0.354  C10 1.106
19 H 0.303 -2.107 -1.458  C8 1.127
20 H 0.471 -2.331 1.060  C9 1.137
21 H -1.497 -1.953 -1.492  C8 1.176

Results
Total charge ... -2
<S²> ... 2.008
HOMO-LUMO gap (spin up / spin down) ... 0.0903 / 0.1990 Eh
2S+1 ... 3
HOMO energy (spin up / spin down) ... 3.89 / -1.47 eV


C4H11N2OS | ωB97M-V with the def2-TZVPD basis set

Last columns: bonded neighbours and bond lengths (Å).
Geometry (Å):
1 S -0.506 1.300 -1.982  C7 1.922, H11 1.292
2 O 1.803 -1.315 -0.011  C8 1.218
3 N 0.580 -1.540 -1.909  C8 1.328, H9 0.984, H15 0.990
4 N 0.721 0.371 1.951  C6 1.513, H12 1.038, H13 1.037, H18 1.062
5 C -1.456 -0.294 0.153  C7 1.476, H10 1.015, H14 1.009, H17 1.083
6 C 0.421 1.170 0.701  N4 1.513, C7 1.454, H16 1.147, H19 1.170
7 C -0.228 0.369 -0.325  S1 1.922, C5 1.476, C6 1.454, C8 1.804
8 C 0.863 -1.012 -0.724  O2 1.218, N3 1.328, C7 1.804
9 H -0.186 -1.300 -2.479  N3 0.984
10 H -1.940 0.368 0.751  C5 1.015
11 H -1.705 1.725 -1.756  S1 1.292
12 H -0.069 -0.264 2.172  N4 1.038
13 H 0.986 1.044 2.693  N4 1.037
14 H -2.005 -0.626 -0.625  C5 1.009
15 H 1.123 -2.265 -2.310  N3 0.990
16 H 1.434 1.657 0.468  C6 1.147
17 H -1.181 -1.258 0.564  C5 1.083
18 H 1.524 -0.244 1.626  N4 1.062
19 H -0.179 2.114 1.042  C6 1.170

Results
Total charge ... +1
HOMO-LUMO gap ... 0.3679 Eh
Energy relative to the best compared isomer or geometry (same formula, charge and spin) ... 34.1 kcal per mole
HOMO energy ... -13.36 eV


C4H11N2OSi | ωB97M-V with the def2-TZVPD basis set

Last columns: bonded neighbours and bond lengths (Å).
Geometry (Å):
1 Si 0.325 -0.620 0.878  O2 1.821, N3 1.862, C6 1.925, C7 1.876
2 O 1.400 -1.004 -0.540  Si1 1.821, N4 1.368
3 N -0.604 0.411 -0.364  Si1 1.862, C5 1.277, H11 0.959
4 N 0.984 -0.295 -1.634  O2 1.368, C5 1.272, H9 0.943
5 C -0.064 0.417 -1.520  N3 1.277, N4 1.272, C8 1.478
6 C 1.234 0.614 2.043  Si1 1.925, H13 1.037, H14 1.155, H19 1.072
7 C -0.620 -2.130 1.465  Si1 1.876, H15 1.071, H16 1.078, H17 1.106
8 C -0.643 1.138 -2.674  C5 1.478, H10 1.061, H12 1.066, H18 1.086
9 H 1.665 -0.230 -2.282  N4 0.943
10 H -0.672 0.693 -3.636  C8 1.061
11 H -1.483 0.725 -0.142  N3 0.959
12 H -0.058 1.990 -2.933  C8 1.066
13 H 2.186 0.205 2.086  C6 1.037
14 H 1.055 1.629 1.521  C6 1.155
15 H -1.630 -1.775 1.508  C7 1.071
16 H -0.326 -2.286 2.490  C7 1.078
17 H -0.370 -2.994 0.821  C7 1.106
18 H -1.618 1.512 -2.377  C8 1.086
19 H 0.717 0.749 2.973  C6 1.072

Results
Total charge ... +1
HOMO-LUMO gap ... 0.4043 Eh
Energy relative to the best compared isomer or geometry (same formula, charge and spin) ... 12.8 kcal per mole
HOMO energy ... -13.85 eV


C4H11N2S | ωB97M-V with the def2-TZVPD basis set

Last columns: bonded neighbours and bond lengths (Å).
Geometry (Å):
1 S 3.441 0.734 -0.176  C7 1.846
2 N -3.794 -1.265 -0.289  C5 1.436, H10 1.015, H13 1.001
3 N -0.640 0.336 0.138  C4 1.478, C6 1.478, H18 1.038
4 C 0.809 0.052 0.184  N3 1.478, C7 1.567, H8 1.168, H9 1.141
5 C -3.026 -0.507 0.659  N2 1.436, C6 1.547, H14 1.132, H16 1.073
6 C -1.509 -0.786 0.552  N3 1.478, C5 1.547, H11 1.122, H17 1.129
7 C 1.699 0.943 -0.749  S1 1.846, C4 1.567, H12 1.103, H15 1.108
8 H 1.108 -1.059 -0.016  C4 1.168
9 H 1.118 0.269 1.262  C4 1.141
10 H -3.451 -1.004 -1.208  N2 1.015
11 H -1.458 -1.651 -0.161  C6 1.122
12 H 1.571 0.620 -1.796  C7 1.103
13 H -3.648 -2.252 -0.202  N2 1.001
14 H -3.386 -0.561 1.731  C5 1.132
15 H 1.353 1.994 -0.701  C7 1.108
16 H -3.247 0.511 0.404  C5 1.073
17 H -0.950 -0.932 1.522  C6 1.129
18 H -0.873 0.610 -0.836  N3 1.038

Results
Total charge ... -1
HOMO-LUMO gap ... 0.2131 Eh
Energy relative to the best compared isomer or geometry (same formula, charge and spin) ... 34.7 kcal per mole
HOMO energy ... -2.35 eV


C4H11N2S | ωB97M-V with the def2-TZVPD basis set

Last columns: bonded neighbours and bond lengths (Å).
Geometry (Å):
1 S 0.603 -1.718 -2.336  C5 1.889
2 N 0.221 0.295 1.368  C4 1.444, C7 1.468, H10 1.011
3 N -1.802 0.496 -1.805  C6 1.468, H8 1.017, H13 1.031
4 C 1.604 0.561 1.690  N2 1.444, H11 1.094, H12 1.099, H16 1.095
5 C 0.317 -1.434 -0.491  S1 1.889, C7 1.545, H14 1.090, H15 1.084
6 C -1.511 0.320 -0.378  N3 1.468, C7 1.541, H9 1.088, H18 1.105
7 C -0.039 0.003 -0.047  N2 1.468, C5 1.545, C6 1.541, H17 1.105
8 H -1.203 1.226 -2.183  N3 1.017
9 H -2.151 -0.428 0.085  C6 1.088
10 H -0.333 1.078 1.687  N2 1.011
11 H 2.086 1.365 1.127  C4 1.094
12 H 2.286 -0.295 1.594  C4 1.099
13 H -1.407 -0.349 -2.244  N3 1.031
14 H 1.250 -1.657 0.027  C5 1.090
15 H -0.499 -2.138 -0.373  C5 1.084
16 H 1.645 0.699 2.775  C4 1.095
17 H 0.639 0.681 -0.595  C7 1.105
18 H -1.706 1.296 0.102  C6 1.105

Results
Total charge ... -1
HOMO-LUMO gap ... 0.2300 Eh
Energy relative to the best compared isomer or geometry (same formula, charge and spin) ... 21.6 kcal per mole
HOMO energy ... -2.54 eV


C4H11N2S | ωB97M-V with the def2-TZVPD basis set

Last columns: bonded neighbours and bond lengths (Å).
Geometry (Å):
1 S -2.632 -1.064 0.934  C7 1.805
2 N -0.756 1.892 0.630  C5 1.457, H8 1.019, H9 1.031
3 N 1.147 0.951 -0.590  C4 1.487, C5 1.461, H11 1.016
4 C 0.999 -0.501 -0.876  N3 1.487, C6 1.533, H14 1.092, H15 1.078
5 C 0.616 1.406 0.693  N2 1.457, N3 1.461, H16 1.075, H17 1.084
6 C -0.450 -0.996 -0.810  C4 1.533, C7 1.532, H13 1.091, H18 1.086
7 C -0.927 -1.516 0.550  S1 1.805, C6 1.532, H10 1.079, H12 1.085
8 H -0.842 2.296 -0.301  N2 1.019
9 H -1.367 1.063 0.597  N2 1.031
10 H -0.796 -2.582 0.655  C7 1.079
11 H 2.151 1.102 -0.546  N3 1.016
12 H -0.299 -1.103 1.333  C7 1.085
13 H -1.155 -0.272 -1.221  C6 1.091
14 H 1.577 -1.067 -0.142  C4 1.092
15 H 1.359 -0.635 -1.883  C4 1.078
16 H 0.601 0.649 1.456  C5 1.075
17 H 1.266 2.212 1.016  C5 1.084
18 H -0.493 -1.836 -1.496  C6 1.086

Results
Total charge ... -1
HOMO-LUMO gap ... 0.2247 Eh
Energy relative to the best compared isomer or geometry (same formula, charge and spin) ... 18.6 kcal per mole
HOMO energy ... -2.41 eV


C4H11N2S | ωB97M-V with the def2-TZVPD basis set

Last columns: bonded neighbours and bond lengths (Å).
Geometry (Å):
1 S -1.175 1.048 1.711  C4 1.821
2 N -2.262 -0.720 -2.204  C7 1.435, H11 1.005, H15 1.006
3 N 0.946 -1.941 -0.720  C6 1.417, H13 1.002, H14 1.006
4 C 0.527 1.388 1.161  S1 1.821, C5 1.531, H10 1.096, H18 1.095
5 C 1.385 1.931 2.307  C4 1.531, H8 1.091, H9 1.091, H17 1.101
6 C -0.179 -1.708 -1.549  N3 1.417, C7 1.326, H16 1.093
7 C -1.120 -0.798 -1.338  N2 1.435, C6 1.326, H12 1.101
8 H 0.922 2.838 2.699  C5 1.091
9 H 1.435 1.204 3.119  C5 1.091
10 H 1.000 0.480 0.770  C4 1.096
11 H -3.101 -0.834 -1.662  N2 1.005
12 H -1.109 -0.106 -0.483  C7 1.101
13 H 1.673 -2.445 -1.192  N3 1.002
14 H 0.711 -2.422 0.132  N3 1.006
15 H -2.315 0.179 -2.651  N2 1.006
16 H -0.285 -2.353 -2.424  C6 1.093
17 H 2.414 2.139 1.976  C5 1.101
18 H 0.532 2.120 0.347  C4 1.095

Results
Total charge ... -1
HOMO-LUMO gap ... 0.2216 Eh
Energy relative to the best compared isomer or geometry (same formula, charge and spin) ... 31.0 kcal per mole
HOMO energy ... -2.31 eV


C4H11N2S | ωB97M-V with the def2-TZVPD basis set

Last columns: bonded neighbours and bond lengths (Å).
Geometry (Å):
1 S 2.005 0.438 -2.624  C5 1.766
2 N -0.536 -0.138 0.661  C4 1.641, C6 1.423, H18 1.101
3 N -1.871 1.466 1.900  C6 1.517, H13 1.090, H14 1.016
4 C 0.253 -0.628 -0.692  N2 1.641, C5 1.621, C7 1.478, H17 1.135
5 C 1.344 0.533 -0.989  S1 1.766, C4 1.621, H11 1.231, H12 1.064
6 C -1.117 1.160 0.620  N2 1.423, N3 1.517, H9 1.029, H10 1.175
7 C 0.658 -2.049 -0.708  C4 1.478, H8 1.113, H15 1.101, H16 1.193
8 H 1.765 -2.130 -0.795  C7 1.113
9 H -1.592 1.258 -0.288  C6 1.029
10 H -0.263 1.967 0.586  C6 1.175
11 H 2.091 0.516 -0.011  C5 1.231
12 H 0.744 1.411 -0.946  C5 1.064
13 H -1.023 1.206 2.534  N3 1.090
14 H -2.530 0.705 2.032  N3 1.016
15 H 0.339 -2.468 0.259  C7 1.101
16 H 0.077 -2.664 -1.548  C7 1.193
17 H -0.585 -0.431 -1.430  C4 1.135
18 H 0.240 -0.151 1.441  N2 1.101

Results
Total charge ... -1
HOMO-LUMO gap ... 0.2316 Eh
Energy relative to the best compared isomer or geometry (same formula, charge and spin) ... 53.4 kcal per mole
HOMO energy ... -2.47 eV


In eV, the E_tot values for the records above are, in order, -9333.64503, -9333.32653, -11394.47112, -11387.43820, -22734.12452, -20182.19480, -17225.76083, -18141.59524, -18142.15993, -18142.29215, -18141.75289, -18140.78155.